Entry w
Density functional theory data (ωB97M-V/def2-TZVPD) for a 2-piece molecular cluster, C2HF4P overall.

Values from the calculation:
**Kohn-Sham gap (alpha / beta)**: 8.96 / 8.96 eV

Last column: Löwdin charge in e.
CARTESIAN COORDINATES (ANGSTROEM)
1 C 0.1926 -0.0876 0.4202  -0.12
2 C -2.2332 0.0327 1.6053  -0.73
3 F 1.9658 -1.2039 0.8845  -0.48
4 F -2.5539 0.8045 2.6367  0.11
5 F -3.1333 -0.9655 1.4516  0.08
6 F -2.2494 0.7782 0.4399  0.03
7 P -0.3658 -0.7594 1.8000  1.07
8 H 0.6976 0.5231 -0.3441  0.05

=====

Entry x
Density functional theory data (ωB97M-V/def2-TZVPD) for an isolated molecule of C2HF4P.

Values from the calculation:
**Kohn-Sham gap**: 9.95 eV
**SMILES**: F/C=P/C(F)(F)F

Last column: Löwdin charge in e.
CARTESIAN COORDINATES (ANGSTROEM)
1 F 2.4527 -1.4019 -0.2899  -0.11
2 C 1.4248 -0.4928 -0.1756  -0.44
3 P 0.0462 -1.0885 0.5372  1.07
4 C -1.1632 0.3694 0.2115  -0.85
5 F -0.7426 1.2054 -0.7183  0.09
6 F -1.5365 1.1070 1.2742  0.08
7 F -2.3198 -0.1634 -0.2267  0.06
8 H 1.8385 0.4648 -0.6123  0.10

=====

Which of them is the most stable? Correct choice: entry x.

=====

Entry w
Density functional theory data (ωB97M-V/def2-TZVPD) for a 2-piece molecular cluster, CH8N2O overall.

Values from the calculation:
**Kohn-Sham gap**: 10.37 eV
**SMILES**: NCN.O

Last column: Löwdin charge in e.
CARTESIAN COORDINATES (ANGSTROEM)
1 N 0.9963 -1.2391 1.6475  0.00
2 C 0.5561 -0.0786 0.9824  -0.36
3 N -0.2110 -0.2178 -0.2697  0.01
4 H 1.5887 -1.8715 1.1143  0.07
5 H 0.2701 -1.8824 1.8353  0.05
6 H 1.4214 0.5223 0.7844  0.10
7 H -0.2084 0.4631 1.5105  0.11
8 H -1.0871 -0.4684 -0.0012  0.02
9 H 0.2117 -0.9013 -0.8601  0.06
10 O -1.1962 2.1091 -1.9613  -0.11
11 H -1.4105 2.4010 -2.8654  0.03
12 H -0.9310 1.1635 -1.9169  0.00

=====

Entry x
Density functional theory data (ωB97M-V/def2-TZVPD) for CH8N2O as an isolated structure.

Values from the calculation:
**Kohn-Sham gap**: 9.98 eV

Last column: Löwdin charge in e.
CARTESIAN COORDINATES (ANGSTROEM)
1 N 0.0091 -1.4684 1.6057  0.03
2 H -0.5968 -2.0707 1.0736  0.01
3 H 0.8859 -1.5114 1.0964  0.00
4 H -3.5027 0.6182 0.3976  0.00
5 H -0.3222 -0.5067 1.5845  0.00
6 N 2.1022 0.1800 -1.2336  0.12
7 C 0.8773 0.5137 -1.2224  -0.52
8 O 0.4905 1.7117 -0.7224  -0.02
9 H 2.6303 0.6082 -0.4907  0.06
10 H -3.2543 1.1619 -0.0403  0.00
11 H 0.4356 0.6509 -0.0421  0.19
12 H 0.2451 0.1126 -2.0063  0.13

=====

Which of them is the most stable? Correct choice: entry w.

=====

Entry w
Density functional theory data (ωB97M-V/def2-TZVPD) for an isolated molecule of C5H8FNS.

Values from the calculation:
**Kohn-Sham gap (alpha / beta)**: 7.36 / 7.36 eV

Last column: Löwdin charge in e.
CARTESIAN COORDINATES (ANGSTROEM)
1 C -0.7678 1.5743 0.0064  -0.41
2 C 0.2879 0.7069 0.1182  -0.56
3 C -2.2077 -0.5566 0.3838  -0.44
4 C 1.6057 1.1738 -0.2421  -0.04
5 C 0.7015 -1.7131 0.1249  -0.10
6 N 0.0341 -0.5154 0.4875  -0.05
7 F -2.7344 -1.6245 -0.3544  -0.08
8 S -2.3346 0.9180 -0.4124  0.96
9 H -0.4214 2.6500 -0.1574  0.09
10 H -2.5205 -0.6518 1.4066  0.08
11 H 1.5333 1.2999 -1.3826  0.13
12 H 2.3225 0.4260 -0.0681  0.04
13 H 1.8209 2.1404 0.1827  0.09
14 H 1.7687 -1.2914 -0.2411  0.11
15 H 0.7453 -2.4032 0.9481  0.06
16 H 0.1665 -2.1332 -0.8002  0.11

=====

Entry x
Density functional theory data (ωB97M-V/def2-TZVPD) for an isolated molecule of C5H8FNS.

Values from the calculation:
**Kohn-Sham gap**: 7.83 eV
**SMILES**: CCN/C=C(/F)C=S

Last column: Löwdin charge in e.
CARTESIAN COORDINATES (ANGSTROEM)
1 C 0.4164 -0.1860 -3.6886  -0.09
2 C 0.3550 -0.0121 -2.1740  -0.28
3 N -0.6936 -0.8127 -1.5980  0.00
4 C -1.0580 -0.9204 -0.3226  -0.04
5 C -0.5533 -0.3339 0.8101  -0.36
6 F -1.2002 -0.6998 1.9515  -0.01
7 C 0.5297 0.5656 0.9913  -0.66
8 S 1.0504 1.2086 2.3845  0.66
9 H -0.5869 0.1419 -4.1195  0.10
10 H 1.2012 0.4395 -4.1133  0.07
11 H 0.5723 -1.2611 -3.9611  0.09
12 H 0.2697 1.0106 -1.8994  0.10
13 H 1.3359 -0.2686 -1.7681  0.12
14 H -1.2237 -1.3388 -2.2768  0.14
15 H -1.8631 -1.5754 -0.1344  0.13
16 H 1.0060 0.8225 0.0468  0.03

=====

Which of them is the most stable? Correct choice: entry x.

=====

Entry w
Density functional theory data (ωB97M-V/def2-TZVPD) for C7H14N2 as an isolated structure.

Values from the calculation:
**Kohn-Sham gap**: 9.29 eV

Last column: Löwdin charge in e.
CARTESIAN COORDINATES (ANGSTROEM)
1 C -1.6075 -0.0829 -0.4788  -0.37
2 C -0.9854 1.0730 0.3570  -0.32
3 C 0.2363 1.7298 -0.1196  -0.17
4 C 1.6744 0.8966 -0.2649  -0.14
5 C 1.8696 -0.7537 0.1482  -0.22
6 C 0.8331 -2.0161 -0.1562  -0.05
7 C -0.3705 -0.8279 -0.0400  -0.25
8 H -3.5971 0.2137 -0.0726  0.08
9 H -2.9007 -1.4441 0.6710  0.18
10 H -1.6197 0.2305 -1.6067  0.15
11 H -1.5910 1.7598 0.7273  0.09
12 H 0.4523 2.4536 0.6635  0.08
13 H 0.2566 2.5979 -1.0335  0.17
14 H 1.9743 1.0933 -1.4086  0.12
15 H 2.4820 1.5356 0.1882  0.09
16 H 3.0277 -1.0040 -0.0180  0.12
17 H 1.9495 -0.9882 1.1984  0.06
18 H 0.9606 -2.7879 0.5698  0.07
19 H 1.1152 -2.2935 -1.1578  0.08
20 H 0.4087 -0.3723 -0.9259  0.13
21 H -1.1495 -0.3819 1.8213  0.09
22 N -2.9795 -0.6414 -0.2918  -0.02
23 N -0.4391 0.0100 1.2298  0.04

=====

Entry x
Density functional theory data (ωB97M-V/def2-TZVPD) for a 2-piece molecular cluster, C7H14N2 overall.

Values from the calculation:
**Kohn-Sham gap**: 9.59 eV
**SMILES**: Cc1c[nH]cn1.CCC

Last column: Löwdin charge in e.
CARTESIAN COORDINATES (ANGSTROEM)
1 C 0.3986 2.0687 1.5941  -0.04
2 C -0.2974 0.7783 1.8899  -0.34
3 C -1.3173 0.5814 2.7610  -0.08
4 N -1.7074 -0.7367 2.6282  0.05
5 C -0.9674 -1.2264 1.5970  -0.21
6 N -0.1220 -0.3625 1.1167  0.10
7 H -0.3165 2.8283 1.2675  0.08
8 H 1.1576 1.9753 0.8684  0.05
9 H 0.8086 2.4942 2.5068  0.07
10 H -1.6115 1.2862 3.5164  0.11
11 H -2.6088 -1.1049 2.8693  0.14
12 H -0.9633 -2.2724 1.3370  0.12
13 C 0.2944 0.6124 -2.0049  -0.14
14 C 0.2012 -0.8169 -2.5425  -0.32
15 C 1.4875 -1.5648 -2.1847  -0.13
16 H 0.8284 1.2819 -2.6789  0.07
17 H 0.7534 0.5774 -1.0209  0.03
18 H -0.6838 1.0707 -1.8239  0.07
19 H -0.5902 -1.3485 -2.0111  0.09
20 H -0.1130 -0.8219 -3.5838  0.09
21 H 1.5312 -2.5782 -2.5902  0.06
22 H 2.3873 -0.9965 -2.4008  0.07
23 H 1.4504 -1.7251 -1.1103  0.05

=====

Which of them is the most stable? Correct choice: entry x.

=====

Entry w
Density functional theory data (ωB97M-V/def2-TZVPD) for a 2-piece molecular cluster, C7H14N2 overall.

Values from the calculation:
**Kohn-Sham gap**: 8.39 eV
**SMILES**: [H]/N=C(/C)C=C.C=C(C)N

Last column: Löwdin charge in e.
CARTESIAN COORDINATES (ANGSTROEM)
1 H 1.5056 -2.2595 -0.9393  0.06
2 N 1.5428 -1.3550 -0.4717  0.11
3 C 0.9723 -1.2946 0.6615  -0.43
4 C 1.2761 -0.1744 1.6047  -0.06
5 C 0.1374 -2.4475 1.2038  -0.12
6 C -0.2110 -2.6224 2.4741  0.03
7 H 1.7760 0.6251 1.0641  0.07
8 H 1.8901 -0.5321 2.4290  0.09
9 H 0.3487 0.2102 2.0261  0.08
10 H 0.0847 -3.2943 0.5254  0.09
11 H -0.1286 -1.8418 3.2128  0.06
12 H -0.5791 -3.5693 2.8371  0.06
13 C -1.7536 0.6788 -1.0344  0.01
14 C -0.7617 1.5307 -1.3119  -0.48
15 C -1.0216 2.9216 -1.8229  -0.07
16 N 0.5800 1.1557 -1.3735  0.08
17 H -1.5345 -0.3175 -0.6889  0.03
18 H -2.7816 0.9910 -1.0605  0.04
19 H -0.7301 3.0042 -2.8716  0.08
20 H -0.4250 3.6430 -1.2657  0.08
21 H -2.0755 3.1729 -1.7508  0.07
22 H 0.7405 0.1534 -1.3816  0.03
23 H 1.1482 1.6219 -2.0658  0.09

=====

Entry x
Density functional theory data (ωB97M-V/def2-TZVPD) for C7H14N2 as an isolated structure.

Values from the calculation:
**Kohn-Sham gap**: 9.35 eV

Last column: Löwdin charge in e.
CARTESIAN COORDINATES (ANGSTROEM)
1 C -1.0157 2.0981 -0.0408  -0.23
2 C -1.9221 0.8696 -0.1035  -0.34
3 C -1.3823 -0.4383 -0.1681  -0.37
4 C -2.2804 -1.8817 -0.2945  -0.17
5 C -0.2073 -0.9770 0.3394  -0.13
6 C 1.1043 -0.1181 0.4914  -0.24
7 C 3.3483 -0.4427 0.2481  -0.31
8 H -0.3916 1.9363 0.8330  0.02
9 H -1.9474 3.0580 0.2063  0.15
10 H -0.4582 2.7336 -1.1025  0.16
11 H -2.2207 1.1592 1.0338  0.14
12 H -3.2079 1.3044 -0.6406  0.21
13 H -2.7129 -2.5531 0.9588  0.14
14 H -3.6165 -1.5085 -0.9917  0.15
15 H -1.3563 -2.8294 -0.9707  0.16
16 H -0.2161 -2.1722 0.3403  0.11
17 H 1.2568 -0.2815 1.7271  0.18
18 H 0.9110 0.9842 0.1996  0.09
19 H 2.2061 -0.3652 -1.3872  0.21
20 H 3.4865 -0.5260 1.3629  0.11
21 H 4.1092 0.4768 -1.3858  0.02
22 N 2.1243 -0.8373 -0.2977  -0.07
23 N 4.3890 0.3109 -0.3576  0.02

=====

Entry y
Density functional theory data (ωB97M-V/def2-TZVPD) for an isolated molecule of C7H14N2.

Values from the calculation:
**Kohn-Sham gap**: 9.30 eV
**SMILES**: NC[C@H]1C[C@@H]2C[C@H]2[C@H]1N

Last column: Löwdin charge in e.
CARTESIAN COORDINATES (ANGSTROEM)
1 N 1.5087 1.8504 0.4011  -0.02
2 C 1.1991 0.9017 1.4484  -0.29
3 C 0.1840 -0.1418 0.9741  -0.33
4 C -1.2151 0.5525 0.8033  -0.11
5 C -1.3375 0.1664 -0.6943  -0.24
6 C -2.0580 -0.9076 -1.5112  -0.06
7 C -0.9455 -1.2917 -0.5852  -0.21
8 C 0.6236 -1.1271 -0.1489  -0.31
9 N 1.6008 -0.4969 -0.9421  0.02
10 H 2.3470 2.4487 0.6651  0.12
11 H 0.6606 2.3083 0.3665  0.02
12 H 0.6748 1.4336 2.4206  0.14
13 H 2.2128 0.5194 1.9305  0.14
14 H -0.0272 -0.8674 1.7734  0.13
15 H -1.1128 1.6304 0.8105  0.08
16 H -2.0226 0.1909 1.5574  0.15
17 H -0.6139 0.7280 -1.2177  0.09
18 H -1.9564 -0.8374 -2.5238  0.05
19 H -3.0987 -1.3317 -1.2008  0.14
20 H -1.5851 -1.7359 0.2426  0.13
21 H 0.8917 -2.1712 0.3369  0.17
22 H 1.8571 -1.1481 -1.6707  0.07
23 H 1.3019 0.4439 -1.4212  0.12

=====

Entry z
Density functional theory data (ωB97M-V/def2-TZVPD) for a 2-piece molecular cluster, C7H14N2 overall.

Values from the calculation:
**Kohn-Sham gap**: 9.49 eV
**SMILES**: Cc1c[nH]cn1.CCC

Last column: Löwdin charge in e.
CARTESIAN COORDINATES (ANGSTROEM)
1 C 0.7472 -1.0946 2.3649  -0.05
2 C 1.3815 -0.6612 1.0893  -0.36
3 C 2.5633 -1.0747 0.5425  -0.07
4 N 2.7218 -0.3381 -0.6031  0.04
5 C 1.6861 0.5396 -0.6637  -0.20
6 N 0.8694 0.3723 0.3392  0.09
7 H -0.0975 -1.7563 2.1464  0.07
8 H 0.3172 -0.2665 2.9247  0.08
9 H 1.4704 -1.6462 2.9615  0.07
10 H 3.2809 -1.7928 0.8985  0.11
11 H 3.5119 -0.3828 -1.2220  0.14
12 H 1.5597 1.1970 -1.5097  0.12
13 C -3.5674 0.9207 0.0786  -0.13
14 C -2.2437 0.7660 -0.6747  -0.33
15 C -2.4437 0.3793 -2.1475  -0.12
16 H -3.9732 -0.0516 0.3542  0.07
17 H -4.3021 1.3714 -0.5981  0.06
18 H -3.4818 1.5696 0.9488  0.06
19 H -1.5593 1.6071 -0.5715  0.08
20 H -1.6602 0.0202 -0.1296  0.07
21 H -3.4844 0.1051 -2.3122  0.06
22 H -2.1889 1.2191 -2.7965  0.06
23 H -1.8165 -0.4466 -2.4808  0.06

=====

Which of them is the most stable? Correct choice: entry z.

=====

Entry w
Density functional theory data (ωB97M-V/def2-TZVPD) for a 2-piece molecular cluster, C7H14N2 overall.

Values from the calculation:
**Kohn-Sham gap**: 9.31 eV
**SMILES**: CCc1c[nH]cn1.CC

Last column: Löwdin charge in e.
CARTESIAN COORDINATES (ANGSTROEM)
1 C 3.3095 -0.2906 0.8437  -0.11
2 C 2.3143 -1.4112 0.6546  -0.24
3 C 0.8945 -1.0706 0.3586  -0.29
4 C -0.1015 -0.3554 0.9914  -0.08
5 N -1.2304 -0.6145 0.3093  0.03
6 C -1.0149 -1.7275 -0.4980  -0.17
7 N 0.2829 -1.9026 -0.5779  0.08
8 H 3.0027 0.2295 1.7599  0.07
9 H 3.3033 0.3385 -0.0475  0.08
10 H 4.3014 -0.7161 0.9102  0.06
11 H 2.6089 -2.0129 -0.2224  0.11
12 H 2.4284 -2.1903 1.4143  0.11
13 H -0.0145 0.3955 1.7491  0.11
14 H -2.1326 -0.2103 0.4952  0.13
15 H -1.8229 -2.1685 -1.0657  0.11
16 C -2.1673 2.7062 -1.7066  -0.18
17 C -2.0291 3.1343 -0.2227  -0.16
18 H -3.1951 2.4842 -1.9631  0.05
19 H -1.9947 3.4757 -2.4669  0.06
20 H -1.4600 1.8866 -1.8424  0.06
21 H -2.5869 4.0116 0.0521  0.05
22 H -0.9537 3.2948 -0.2374  0.06
23 H -2.4550 2.3390 0.4321  0.06

=====

Entry x
Density functional theory data (ωB97M-V/def2-TZVPD) for a 2-piece molecular cluster, C7H14N2 overall.

Values from the calculation:
**Kohn-Sham gap**: 9.53 eV
**SMILES**: Cc1c[nH]cn1.CCC

Last column: Löwdin charge in e.
CARTESIAN COORDINATES (ANGSTROEM)
1 C -0.2638 -0.0164 -2.1369  -0.04
2 C -1.4193 -0.0166 -1.2026  -0.37
3 C -1.9689 1.0441 -0.5576  -0.09
4 N -3.0479 0.5615 0.1505  0.05
5 C -3.1175 -0.7581 -0.1351  -0.22
6 N -2.1538 -1.1557 -0.9231  0.10
7 H 0.6407 0.3357 -1.6555  0.06
8 H -0.4188 0.6480 -2.9827  0.07
9 H -0.0178 -0.9843 -2.5575  0.08
10 H -1.6101 2.0586 -0.6108  0.12
11 H -3.7489 1.1420 0.5699  0.14
12 H -3.8792 -1.4337 0.1877  0.11
13 C 2.1969 1.1497 0.9334  -0.11
14 C 2.4708 -0.3653 1.0527  -0.30
15 C 1.2015 -1.1986 1.2522  -0.12
16 H 1.1313 1.3233 0.8471  0.05
17 H 2.7325 1.6008 0.1127  0.06
18 H 2.6292 1.6645 1.7951  0.06
19 H 2.9547 -0.7257 0.1486  0.09
20 H 3.2125 -0.5867 1.8210  0.09
21 H 1.0690 -2.0369 0.5640  0.07
22 H 1.1182 -1.6248 2.2522  0.06
23 H 0.2888 -0.6253 1.0747  0.05

=====

Which of them is the most stable? Correct choice: entry x.